{"formula": "C2HCl2NO", "method": "ωB97M-V with the def2-TZVPD basis set", "species": ["C", "C", "N", "O", "Cl", "Cl", "H"], "coordinates": [[0.89, 0.09, -0.75], [-0.28, -0.51, -0.38], [1.79, 0.66, -1.16], [-0.49, 0.54, 1.82], [-1.69, 0.12, -1.00], [-0.28, -2.20, -0.14], [0.06, 1.30, 1.61]], "mulliken_charge": [0.090, 0.433, -0.325, -0.340, -0.087, -0.122, 0.351], "homo_ha": [-0.3271, -0.4358], "relative_energy_ev": 0.626, "charge": 0, "s_squared": 2.01, "multiplicity": 3, "energy_ha": -1127.0166}

{"formula": "C2HCl2NO2", "method": "ωB97M-V with the def2-TZVPD basis set", "species": ["C", "C", "N", "O", "O", "Cl", "Cl", "H"], "coordinates": [[-0.44, 0.46, 0.02], [-2.43, -0.99, -0.58], [-0.78, 1.56, 0.20], [-1.75, -1.42, -1.42], [-1.16, 2.67, 0.18], [-2.41, -1.71, 1.10], [-3.57, 0.34, -0.73], [0.03, -0.38, 0.43]], "mulliken_charge": [-0.312, 0.237, 0.501, -0.126, -0.592, -0.077, -0.069, 0.439], "homo_ha": [-0.2508, -0.3682], "relative_energy_ev": 3.148, "charge": 0, "s_squared": 2.01, "multiplicity": 3, "energy_ha": -1202.1249}

{"formula": "C2HCl2NS", "method": "ωB97M-V with the def2-TZVPD basis set", "species": ["N", "C", "C", "S", "Cl", "Cl", "H"], "coordinates": [[3.84, 0.85, 2.63], [3.58, 0.82, 1.49], [3.16, 0.70, 0.15], [4.16, 0.04, -0.92], [1.35, 0.74, 0.23], [-0.43, -2.34, -1.71], [-0.65, -2.88, -0.65]], "mulliken_charge": [-0.297, 0.230, 0.274, -0.109, -0.097, -0.222, 0.221], "smiles": "N#CC(=S)Cl.Cl", "homo_ha": -0.3810, "relative_energy_ev": 0.809, "charge": 0, "energy_ha": -1450.0784}

{"formula": "C2HCl2O3", "method": "ωB97M-V with the def2-TZVPD basis set", "species": ["C", "C", "O", "O", "O", "Cl", "Cl", "H"], "coordinates": [[-1.98, -0.15, -0.19], [1.00, 0.05, 0.22], [-2.42, -1.01, 0.45], [-1.81, 0.68, -0.97], [0.00, -0.73, 0.30], [2.40, 0.02, 1.45], [1.90, -0.07, -1.41], [0.90, 1.22, 0.16]], "mulliken_charge": [0.801, 0.147, -0.433, -0.427, -0.647, -0.302, -0.334, 0.194], "homo_ha": -0.1870, "relative_energy_ev": 0.391, "charge": -1, "energy_ha": -1223.0151}

{"formula": "C2HCl3N2O", "method": "ωB97M-V with the def2-TZVPD basis set", "species": ["O", "N", "Cl", "N", "Cl", "C", "C", "Cl", "H"], "coordinates": [[-1.54, 0.65, -1.50], [-1.41, -0.12, -0.60], [-1.49, -1.89, -1.08], [-1.05, 0.19, 0.50], [-0.94, -0.91, 1.72], [1.91, 0.00, 0.70], [1.49, 0.93, 0.10], [0.99, 2.14, -0.82], [2.05, -1.00, 0.99]], "mulliken_charge": [-0.517, 0.867, -0.060, -0.340, 0.007, -0.156, -0.048, -0.159, 0.405], "smiles": "[O-]/[N+](Cl)=N/Cl.C#CCl", "homo_ha": -0.3679, "relative_energy_ev": 1.435, "charge": 0, "energy_ha": -1641.8763}

{"formula": "C2HCl3O", "method": "ωB97M-V with the def2-TZVPD basis set", "species": ["O", "C", "C", "Cl", "Cl", "Cl", "H"], "coordinates": [[-1.14, 1.65, 0.49], [-1.04, 0.56, 0.07], [0.62, -0.30, -0.08], [1.69, 0.68, -1.06], [1.48, -0.50, 1.49], [0.30, -1.86, -0.72], [-1.91, -0.23, -0.19]], "mulliken_charge": [-0.316, 0.155, 0.308, -0.123, -0.140, -0.132, 0.247], "smiles": "O=CC(Cl)(Cl)Cl", "homo_ha": -0.3760, "relative_energy_ev": 0.842, "charge": 0, "energy_ha": -1532.5688}

{"formula": "C2HCl4NO", "method": "ωB97M-V with the def2-TZVPD basis set", "species": ["O", "C", "N", "Cl", "C", "Cl", "Cl", "Cl", "H"], "coordinates": [[-2.21, -1.18, 0.86], [-1.08, -0.93, 0.69], [-0.52, 0.27, -0.50], [-1.39, 1.74, -0.66], [0.84, 0.37, -0.36], [1.49, 1.41, -1.65], [1.56, 0.97, 1.23], [1.57, -1.31, -0.61], [-0.25, -1.35, 1.00]], "mulliken_charge": [-0.289, 0.166, -0.207, -0.014, 0.368, -0.122, -0.137, -0.139, 0.373], "smiles": "O=CN(Cl)C(Cl)(Cl)Cl", "homo_ha": -0.3725, "relative_energy_ev": 1.238, "charge": 0, "energy_ha": -2047.4744}

{"formula": "C2HCl5", "method": "ωB97M-V with the def2-TZVPD basis set", "species": ["C", "C", "Cl", "Cl", "Cl", "Cl", "Cl", "H"], "coordinates": [[2.13, 0.36, -0.27], [-1.70, -0.48, 0.25], [1.89, 1.62, 0.84], [1.18, 0.14, -1.59], [-2.22, 1.21, 0.14], [-2.09, -1.51, -1.09], [-2.22, -1.24, 1.78], [3.03, -0.10, -0.06]], "mulliken_charge": [-0.198, 0.258, -0.117, -0.083, -0.069, -0.079, -0.125, 0.412], "homo_ha": [-0.3420, -0.2978], "relative_energy_ev": 3.602, "charge": 0, "energy_ha": -2377.6325}

{"formula": "C2HCl5O2", "method": "ωB97M-V with the def2-TZVPD basis set", "species": ["O", "C", "Cl", "Cl", "Cl", "H", "O", "C", "Cl", "Cl"], "coordinates": [[-1.62, -1.26, -0.32], [-1.79, 0.13, -0.01], [-1.11, 0.38, 1.63], [-3.40, 0.81, -0.15], [-0.67, 1.08, -1.08], [-0.67, -1.41, -0.47], [1.31, -0.83, 0.10], [2.19, -0.07, 0.11], [3.27, 0.16, -1.24], [2.49, 0.99, 1.42]], "mulliken_charge": [-0.444, 0.447, -0.107, -0.109, -0.162, 0.399, -0.349, 0.503, -0.105, -0.072], "smiles": "OC(Cl)(Cl)Cl.O=C(Cl)Cl", "homo_ha": -0.4038, "relative_energy_ev": 0.000, "charge": 0, "energy_ha": -2528.2384}

{"formula": "C2HCl5S", "method": "ωB97M-V with the def2-TZVPD basis set", "species": ["S", "C", "Cl", "Cl", "C", "Cl", "Cl", "Cl", "H"], "coordinates": [[-1.05, -0.53, 0.32], [0.24, -0.57, 1.61], [1.63, -1.59, 1.02], [-0.42, -1.11, 3.22], [0.90, 1.02, 1.89], [-0.41, 2.01, 2.48], [1.62, 1.57, 0.32], [2.23, 0.78, 2.96], [-0.48, 0.48, -0.42]], "mulliken_charge": [-0.090, 0.078, -0.060, -0.074, 0.183, -0.043, -0.107, -0.062, 0.175], "smiles": "SC(Cl)(Cl)C(Cl)(Cl)Cl", "homo_ha": -0.3628, "relative_energy_ev": 0.039, "charge": 0, "energy_ha": -2775.9210}

{"formula": "C2HClF2", "method": "ωB97M-V with the def2-TZVPD basis set", "species": ["F", "C", "C", "F", "Cl", "H"], "coordinates": [[1.89, -0.19, 0.00], [0.58, -0.38, -0.06], [-0.48, 0.41, 0.05], [-0.21, 1.74, -0.02], [-2.03, -0.16, -0.01], [0.25, -1.43, 0.04]], "mulliken_charge": [-0.213, -0.146, 0.463, -0.221, -0.124, 0.243], "smiles": "F/C=C(\\F)Cl", "homo_ha": -0.3580, "relative_energy_ev": 0.747, "charge": 0, "energy_ha": -736.6736}

{"formula": "C2HClF4S", "method": "ωB97M-V with the def2-TZVPD basis set", "species": ["C", "C", "F", "F", "F", "F", "S", "Cl", "H"], "coordinates": [[0.09, 0.42, 0.96], [0.74, -0.50, -0.05], [-1.24, 0.50, 0.75], [0.23, -0.04, 2.23], [0.66, -1.81, 0.17], [1.97, -0.17, -0.41], [-2.41, 0.39, -2.46], [-0.56, -0.22, -2.09], [0.52, 1.43, 0.90]], "mulliken_charge": [0.379, 0.356, -0.218, -0.238, -0.199, -0.215, -0.064, 0.003, 0.196], "homo_ha": [-0.3470, -0.3321], "relative_energy_ev": 2.764, "charge": 0, "energy_ha": -1334.5294}

{"formula": "C2HClFN3", "method": "ωB97M-V with the def2-TZVPD basis set", "species": ["C", "C", "N", "N", "N", "F", "Cl", "H"], "coordinates": [[0.56, -0.48, -0.58], [-0.10, 1.05, 0.98], [-0.51, -0.91, -1.08], [0.83, 0.42, 0.41], [-1.50, -1.30, -1.56], [0.11, 1.95, 1.89], [1.92, -1.65, -0.92], [-1.31, 0.92, 0.85]], "mulliken_charge": [0.575, 0.124, 0.431, -0.375, -0.578, -0.186, -0.188, 0.196], "homo_ha": -0.3217, "relative_energy_ev": 1.673, "charge": 0, "energy_ha": -801.0275}

{"formula": "C2HClN3O", "method": "ωB97M-V with the def2-TZVPD basis set", "species": ["C", "C", "N", "N", "N", "O", "Cl", "H"], "coordinates": [[2.06, -0.32, 0.27], [0.01, 1.61, -0.67], [1.88, -1.08, -0.81], [1.80, -1.98, -1.44], [0.21, 0.86, 0.28], [-0.15, 2.32, -1.54], [3.38, 0.60, 0.59], [-0.36, 0.66, 1.03]], "mulliken_charge": [0.299, 0.701, 0.449, -0.161, -0.446, -0.197, 0.127, 0.230], "homo_ha": [-0.5456, -0.5457], "relative_energy_ev": 2.386, "charge": 1, "energy_ha": -776.0617}

{"formula": "C2HClO2S", "method": "ωB97M-V with the def2-TZVPD basis set", "species": ["C", "C", "O", "O", "S", "Cl", "H"], "coordinates": [[-0.74, -0.20, -1.40], [-0.01, -0.47, 1.63], [0.64, -1.39, 1.88], [0.83, 1.61, -2.43], [0.62, 0.64, -1.38], [-0.37, 0.93, 2.39], [-0.97, -1.11, -0.68]], "mulliken_charge": [-0.194, 0.310, -0.298, -0.490, 0.401, -0.056, 0.328], "homo_ha": [-0.3770, -0.3273], "relative_energy_ev": 4.884, "charge": 0, "energy_ha": -1085.4589}

{"formula": "C2HClO4", "method": "ωB97M-V with the def2-TZVPD basis set", "species": ["C", "C", "O", "O", "O", "O", "Cl", "H"], "coordinates": [[-1.92, -1.51, -0.08], [2.64, 0.64, 0.06], [-1.95, -2.62, -0.26], [-2.04, -0.33, -0.01], [-1.39, 0.76, 0.34], [1.96, 1.40, 0.82], [1.70, 0.12, -1.24], [1.01, 1.53, 0.37]], "mulliken_charge": [0.663, 0.023, -0.232, 0.066, -0.494, -0.189, -0.129, 0.291], "homo_ha": -0.3430, "relative_energy_ev": 9.193, "charge": 0, "energy_ha": -837.6792}

{"formula": "C2HCoO2", "method": "ωB97M-V with the def2-TZVPD basis set", "species": ["O", "C", "O", "C", "Co", "H"], "coordinates": [[3.60, 0.23, 0.23], [2.49, 0.23, 0.11], [-1.46, 0.56, 0.16], [-2.30, -0.14, -0.49], [0.28, 0.16, -0.16], [-2.61, -1.04, 0.13]], "mulliken_charge": [-0.036, 0.396, -0.423, 0.159, 0.590, 0.315], "homo_ha": [-0.5540, -0.5428], "charge": 1, "s_squared": 3.77, "multiplicity": 4, "energy_ha": -1609.6470}

{"formula": "C2HCuO3", "method": "ωB97M-V with the def2-TZVPD basis set", "species": ["O", "O", "O", "C", "C", "H", "Cu"], "coordinates": [[0.65, 0.86, -0.10], [-1.14, -0.62, -0.18], [0.99, -1.35, -0.18], [-2.03, 0.27, 0.12], [0.32, -0.32, -0.12], [-1.50, 1.15, 0.56], [2.71, 0.02, -0.10]], "mulliken_charge": [-0.626, -0.137, -0.626, -0.196, 0.835, 0.136, 0.614], "homo_ha": -0.2976, "relative_energy_ev": 2.928, "charge": 0, "energy_ha": -1942.8782}

{"formula": "C2HCuO3", "method": "ωB97M-V with the def2-TZVPD basis set", "species": ["O", "C", "O", "C", "O", "H", "Cu"], "coordinates": [[-3.95, 0.23, 1.34], [-2.90, 0.31, 0.96], [1.04, -0.79, 0.37], [1.85, -0.33, -0.50], [1.52, 0.55, -1.34], [2.89, -0.72, -0.52], [-0.45, 0.75, -0.30]], "mulliken_charge": [-0.133, 0.251, -0.669, 0.423, -0.631, 0.354, 0.405], "homo_ha": -0.3415, "relative_energy_ev": 0.000, "charge": 0, "energy_ha": -1942.9859}

{"formula": "C2HEuO4", "method": "ωB97M-V with the def2-TZVPD basis set", "species": ["O", "C", "O", "C", "O", "O", "Eu", "H"], "coordinates": [[1.70, -0.29, -1.21], [1.36, -0.26, -0.04], [0.27, 0.38, 0.32], [-1.29, -0.44, 0.50], [-1.28, -1.55, 0.92], [-2.00, 0.34, -0.13], [-0.81, 2.25, -1.18], [2.04, -0.45, 0.81]], "mulliken_charge": [-0.508, 0.222, -0.553, 0.814, -0.364, -0.642, 1.682, 0.350], "homo_ha": [-0.5227, -0.5230], "relative_energy_ev": 2.180, "charge": 1, "s_squared": 15.76, "multiplicity": 8, "energy_ha": -1087.8578}